[1]
10
Properties=species:S:1:pos:R:3:forces:R:3:nbo_charge:R:1 method="wB97M-V/def2-TZVPD" lumo_energy_ev=-7.62 smiles=Fc1c#[n+]ccc1F e_tot_ev=-12129.9548 charge=+1 homo_energy_ev=-16.3700 gap_ev=8.75
C 2.055 -1.535 -0.012 -1.3 -0.7 -0.1 0.59
C -0.018 -0.853 -0.018 1.7 1.6 0.9 0.11
C 0.593 0.408 0.099 1.3 -4.4 -1.4 -0.25
C 1.983 0.523 -0.050 1.4 2.2 0.8 0.40
C 3.039 -0.477 -0.070 -5.4 -2.1 0.6 0.35
N 0.835 -1.886 0.009 6.5 1.1 -0.6 -0.30
F 2.413 1.794 -0.032 0.1 -1.0 -0.1 -0.25
F 4.299 -0.377 0.053 0.0 0.0 -0.3 -0.17
H -1.000 -1.163 -0.031 -2.3 0.2 0.0 0.26
H 0.121 1.279 0.198 -2.1 3.3 0.2 0.27

[2]
63
Properties=species:S:1:pos:R:3:forces:R:3:nbo_charge:R:1 method="wB97M-V/def2-TZVPD" relative_energy_ev=0.568 lumo_energy_ev=3.86 e_tot_ev=-125605.2153 charge=-2 homo_energy_ev=-1.9607 gap_ev=5.82
Sr 0.213 0.235 -0.436 -4.6 -0.3 -0.9 1.75
S -3.885 -3.093 -1.165 0.2 0.4 0.1 0.28
C -4.686 -1.584 -0.848 0.3 0.0 0.1 -0.25
C -6.042 -1.309 -0.801 -0.1 0.0 0.0 -0.23
C -6.438 -0.018 -0.498 -0.1 0.0 0.0 -0.23
C -5.492 0.981 -0.272 -0.1 0.1 0.0 -0.23
C -4.141 0.715 -0.336 0.2 -0.1 0.1 -0.22
C -3.719 -0.583 -0.605 -1.3 -0.3 -0.1 0.19
N -2.435 -1.011 -0.670 1.1 0.5 -0.1 -0.50
C -2.311 -2.256 -0.942 -1.1 -0.2 -0.1 0.18
C -1.071 -2.973 -1.058 1.1 -0.6 -0.2 -0.22
C -1.098 -4.356 -1.290 -0.3 0.2 0.0 -0.19
C 0.077 -5.058 -1.424 0.0 -0.2 0.0 -0.27
C 1.283 -4.379 -1.299 0.2 0.0 0.0 -0.23
C 1.293 -3.014 -1.051 0.0 -0.2 0.0 -0.20
C 0.133 -2.241 -0.940 -0.3 -0.7 0.1 -0.43
H -6.762 -2.088 -1.010 -0.1 0.0 0.0 0.20
H -7.494 0.214 -0.440 0.0 0.0 0.0 0.20
H -5.818 1.990 -0.062 0.0 0.1 0.0 0.21
H -3.395 1.485 -0.216 0.0 0.1 0.0 0.26
H -2.052 -4.871 -1.359 0.0 -0.1 0.0 0.19
H 0.059 -6.125 -1.616 0.0 0.0 0.0 0.19
H 2.214 -4.926 -1.395 0.1 0.0 0.0 0.19
H 2.255 -2.527 -0.940 0.2 0.1 -0.1 0.19
Cl 7.000 0.714 -1.502 0.2 0.0 0.0 -0.02
C 5.456 0.694 -0.721 0.1 0.0 0.3 -0.11
C 5.365 0.762 0.653 0.2 0.0 -0.3 -0.13
Cl 6.798 0.890 1.617 0.1 0.0 0.1 -0.02
C 4.101 0.721 1.248 0.1 0.0 0.3 -0.16
Cl 3.984 0.750 2.987 -0.2 0.0 0.1 -0.04
C 2.920 0.632 0.520 1.0 0.0 -0.1 0.33
O 1.759 0.558 1.070 0.7 0.3 1.6 -0.93
C 3.012 0.616 -0.926 1.1 0.1 0.2 0.27
O 1.947 0.584 -1.626 1.4 0.4 -1.6 -0.87
C 4.291 0.614 -1.482 0.1 0.0 -0.3 -0.15
Cl 4.415 0.494 -3.208 -0.1 0.0 -0.1 -0.02
C 0.407 3.246 1.595 0.0 0.1 0.0 -0.96
P -0.848 1.924 1.724 -0.3 1.1 1.0 0.79
C -2.319 2.963 2.153 0.1 -0.2 -0.2 -0.95
C -0.436 1.280 3.410 0.0 0.1 -0.1 -0.72
C -1.224 0.014 3.709 -0.1 -0.2 0.0 -0.71
P -0.978 -1.212 2.330 -0.1 -0.6 0.8 0.82
C 0.711 -1.780 2.756 -0.1 0.1 0.0 -0.97
C -1.929 -2.642 3.054 0.1 0.3 -0.4 -0.93
H 0.406 3.896 2.472 0.0 0.1 0.0 0.20
H 0.208 3.824 0.693 0.0 0.1 0.0 0.26
H 1.376 2.762 1.498 0.1 0.1 0.0 0.26
H -2.096 3.654 2.967 0.1 0.0 0.1 0.20
H -3.163 2.331 2.427 -0.1 0.0 0.0 0.22
H -2.586 3.526 1.261 -0.1 0.1 0.0 0.26
H -0.629 2.057 4.163 0.1 -0.1 -0.1 0.20
H 0.632 1.059 3.396 0.1 0.1 0.0 0.25
H -2.297 0.241 3.760 0.1 -0.1 0.0 0.21
H -0.921 -0.422 4.672 -0.1 0.0 -0.1 0.20
H 0.804 -2.069 3.804 0.0 -0.1 0.1 0.19
H 1.388 -0.960 2.532 0.2 0.0 0.0 0.28
H 0.967 -2.616 2.106 0.0 0.0 0.0 0.24
H -1.601 -2.891 4.065 0.1 0.0 0.1 0.20
H -1.772 -3.503 2.403 0.0 -0.1 0.0 0.23
H -2.992 -2.408 3.063 -0.1 0.0 0.0 0.22
S -1.912 3.255 -1.362 0.5 -0.5 1.3 -0.48
C -2.197 3.786 -2.872 -0.3 0.5 -1.0 0.07
N -2.443 4.216 -3.923 0.0 0.0 -0.3 -0.54

[3]
6
Properties=species:S:1:pos:R:3:forces:R:3:nbo_charge:R:1 method="wB97M-V/def2-TZVPD" relative_energy_ev=1.225 lumo_energy_ev="-0.46 / -0.46" e_tot_ev=-37292.2527 homo_energy_ev="-8.6043 / -8.6040" gap_ev="8.15 / 8.15"
C 1.179 0.679 0.085 -3.3 -3.3 -0.3 0.48
O 0.670 1.315 0.908 0.6 1.2 0.2 -0.46
S -1.746 -0.618 0.541 -1.5 -0.1 -0.3 -0.10
S -0.125 -1.124 -0.482 2.3 1.5 0.0 -0.15
Cl 2.694 0.441 -0.552 1.0 0.3 -0.3 0.10
H -2.671 -0.693 -0.499 0.8 0.4 0.8 0.14